# 1
8
Properties=species:S:1:pos:R:3:forces:R:3 method="wB97M-V/def2-TZVPD" homo_lumo_gap_ha=0.341 charge=0
C 0.500394 -0.481018 1.831228 0.397 0.532 -4.443
C -0.187956 0.258871 0.780912 -1.074 -1.619 -1.593
F -0.097873 1.508633 0.193609 0.620 -0.917 1.464
F -1.566726 -0.035874 0.651346 0.955 0.400 0.292
P 0.949312 -1.174626 0.307020 -1.059 1.687 2.515
H -0.259100 0.347579 -3.693604 1.591 -1.007 3.002
H 0.520630 -0.519203 2.865738 0.164 -0.087 1.758
H 0.141316 0.095638 -2.936248 -1.594 1.011 -2.995

# 2
13
Properties=species:S:1:pos:R:3:forces:R:3 method="wB97M-V/def2-TZVPD" homo_lumo_gap_ha=0.333 charge=0
C -1.764835 0.383262 0.129373 -0.081 0.068 0.065
N -0.410079 0.121796 -0.379600 -0.045 0.134 -0.020
C 0.260695 -1.080133 0.090299 0.215 0.138 -0.088
C 1.541470 -0.740072 0.294339 -0.140 -0.088 -0.081
C 1.724154 0.671428 -0.016490 0.032 0.264 0.062
C 0.581712 1.336836 -0.344424 0.296 -0.280 0.315
H -1.715039 0.518804 1.211189 0.044 -0.013 -0.161
H -2.430222 -0.452893 -0.109929 0.135 0.151 0.019
H -2.111043 1.305287 -0.336502 -0.035 -0.097 0.091
H -0.268995 -2.017739 0.205075 0.042 0.222 -0.055
H 2.315074 -1.423211 0.632757 -0.146 0.115 -0.070
H 2.685373 1.168275 0.026603 -0.067 -0.056 0.077
H -0.408268 0.208363 -1.402693 -0.249 -0.558 -0.155

# 3
83
Properties=species:S:1:pos:R:3:forces:R:3 method="wB97M-V/def2-TZVPD" homo_lumo_gap_ha=0.232 charge=-1
Na 0.883510 0.480812 0.015810 -0.429 -1.063 -1.114
N 3.329063 -0.512701 3.106699 0.028 -0.050 -0.008
C 2.222951 -0.698268 2.324037 -0.285 -0.044 0.130
S 2.407373 -1.727610 0.946209 0.020 0.270 0.184
N 1.153654 -0.064381 2.820558 0.041 -0.143 -0.087
N 0.096427 -0.003681 1.989584 0.047 -0.082 0.664
C -0.922503 0.653119 2.407442 -0.268 0.020 -0.162
C -2.068331 0.902473 1.509089 0.316 -0.148 0.233
C -3.106695 1.738309 1.925581 -0.108 0.030 0.013
C -4.163317 1.979347 1.067272 0.021 0.010 0.044
C -4.173717 1.372013 -0.181781 0.012 -0.013 -0.020
C -3.099657 0.555697 -0.511536 0.064 0.092 0.103
N -2.070157 0.335994 0.296090 -0.051 -0.041 -0.031
H 4.194822 -0.757175 2.659100 0.017 0.027 -0.006
H 3.315952 0.348746 3.632997 -0.006 -0.010 0.002
H -0.931948 1.096979 3.403847 -0.024 0.004 0.009
H -3.061900 2.202970 2.902127 -0.003 0.001 -0.012
H -4.969929 2.636967 1.368553 0.002 0.004 -0.003
H -4.986928 1.521738 -0.879709 0.007 0.004 -0.002
H -3.059603 0.052357 -1.474634 0.003 0.003 0.007
O -0.110351 2.460575 -0.338067 0.310 0.384 -0.094
C 0.583775 3.546508 0.329007 -0.256 0.071 -0.039
C 1.782635 2.903775 1.148262 -0.016 0.141 -0.086
O 2.151351 3.532662 2.144417 0.147 0.008 -0.103
O 2.242726 1.867118 0.625216 0.614 0.833 0.314
C 1.245326 4.454784 -0.698378 0.008 -0.020 0.172
C 1.686321 3.940537 -1.912501 -0.001 0.003 -0.066
C 2.378756 4.743053 -2.809904 -0.025 0.006 0.026
C 2.648043 6.069481 -2.500432 -0.025 -0.029 0.005
C 2.221037 6.585228 -1.283981 -0.033 -0.036 0.008
C 1.526427 5.782510 -0.389855 0.039 0.066 -0.018
C -0.470764 4.279461 1.156822 -0.015 -0.078 0.022
C -1.475757 4.960866 0.467947 0.004 0.036 -0.002
C -2.543250 5.545285 1.133648 0.030 -0.034 0.046
C -2.616069 5.465580 2.518129 0.014 0.002 -0.035
C -1.617004 4.799809 3.214303 0.013 -0.003 -0.011
C -0.552557 4.206760 2.545116 -0.056 -0.018 -0.046
H -0.952426 2.796802 -0.661466 -0.082 -0.021 0.087
H 1.503911 2.899078 -2.139563 0.016 0.002 0.006
H 2.721105 4.323667 -3.748545 -0.002 0.004 0.004
H 3.192984 6.694275 -3.197705 -0.003 -0.006 0.002
H 2.433417 7.615626 -1.025528 0.002 -0.003 -0.002
H 1.209223 6.182869 0.564890 0.019 -0.008 0.003
H -1.413857 5.048548 -0.613217 0.000 0.005 0.006
H -3.310666 6.065843 0.573641 -0.001 -0.002 -0.002
H -3.443322 5.921851 3.048600 0.004 0.005 0.003
H -1.662822 4.736612 4.295451 -0.003 -0.003 -0.007
H 0.231913 3.697209 3.085199 -0.014 0.011 0.005
N 0.122691 -2.742006 -1.705790 0.059 0.275 0.241
P -0.502403 -2.508730 -0.094818 -0.357 -0.345 -0.080
C -2.291604 -2.979056 -0.397447 0.094 0.016 -0.017
C -2.773561 -3.565805 -1.562224 -0.036 -0.022 -0.071
C -4.124673 -3.857776 -1.715573 0.038 0.038 0.044
C -5.019676 -3.565873 -0.695846 0.046 0.010 0.031
C -4.554685 -2.971636 0.471602 0.005 -0.015 -0.045
C -3.207111 -2.672834 0.610310 0.021 0.043 0.012
C -0.025830 -4.151091 0.609715 0.045 0.045 -0.152
C 0.948523 -4.981818 0.068039 0.120 -0.001 -0.010
C 1.262402 -6.201591 0.656931 -0.033 0.031 0.024
C 0.615992 -6.604776 1.813922 -0.023 0.052 -0.005
C -0.329710 -5.763582 2.389562 0.030 -0.023 -0.024
C -0.641518 -4.552534 1.795346 -0.044 0.028 0.018
C 0.203347 -1.715655 -2.617182 -0.105 -0.075 0.120
C 0.521011 -1.987182 -3.960639 0.008 -0.021 -0.015
C 0.495970 -0.956225 -4.867768 0.017 0.011 -0.064
C 0.161505 0.329564 -4.445661 0.008 -0.036 0.019
C -0.097293 0.504996 -3.101917 0.073 -0.031 0.094
N -0.066530 -0.476659 -2.194562 0.029 -0.132 -0.182
H 0.316448 -3.663242 -2.063850 -0.074 -0.022 -0.028
H -2.088806 -3.795815 -2.371023 -0.006 0.004 0.010
H -4.477140 -4.313835 -2.633252 0.003 0.001 0.000
H -6.072668 -3.791548 -0.812309 0.002 0.007 0.002
H -5.246259 -2.721522 1.267140 0.003 -0.002 -0.001
H -2.860367 -2.169425 1.507853 -0.004 0.011 -0.029
H 1.524025 -4.663208 -0.793090 -0.033 -0.009 -0.007
H 2.027798 -6.827509 0.214429 0.002 0.005 0.001
H 0.857730 -7.554533 2.274383 0.005 0.008 0.009
H -0.823915 -6.049979 3.309870 0.005 -0.001 -0.001
H -1.369818 -3.904898 2.270900 0.003 -0.029 -0.039
H 0.767880 -2.997551 -4.262565 -0.008 0.006 -0.007
H 0.730801 -1.149430 -5.907765 0.000 0.004 0.005
H 0.119137 1.164469 -5.130267 0.004 -0.001 0.002
H -0.330663 1.489318 -2.708793 0.013 -0.016 0.009

# 4
13
Properties=species:S:1:pos:R:3:forces:R:3 method="wB97M-V/def2-TZVPD" homo_lumo_gap_ha=0.303 smiles="C=CSC(=S)CS" charge=0
C -2.191326 0.537877 0.412040 1.917 0.822 -0.236
C -0.687285 0.747528 -0.086200 -1.389 2.264 -0.615
C 1.946953 -0.076498 -0.411443 -0.016 -2.280 0.771
C 2.931199 -0.890555 0.027348 -2.129 1.554 -0.824
H -2.757052 -1.777279 -0.129771 0.336 -0.208 0.271
H -2.037748 0.367917 1.470206 -0.392 -0.543 0.346
H -2.671213 1.527574 0.360712 0.196 -0.433 -0.256
H 2.131252 0.868242 -0.818880 0.014 1.245 -0.655
H 2.626462 -1.804193 0.480763 0.423 -0.749 0.264
H 3.941326 -0.559783 -0.103827 0.419 -0.185 0.225
S -3.283125 -0.600599 -0.444218 -0.197 0.310 -0.233
S -0.166298 2.316110 -0.359676 -0.450 -1.476 0.560
S 0.216850 -0.656340 -0.397060 1.268 -0.320 0.382